[1]
ORCA calculation (ωB97M-V with the def2-TZVPD basis set) on a 3-piece molecular cluster, C43H39N2O8P2S overall in a non-equilibrium geometry.

Geometry as XYZ:
```
95
Properties=species:S:1:pos:R:3:forces:R:3
C -0.351152 2.310643 1.740327 0.193 -0.450 0.377
O -0.173516 3.640839 1.320001 -0.470 -0.164 -0.314
C -0.432482 3.831426 -0.063729 0.677 0.418 0.029
C 0.784169 3.295756 -0.873978 -0.676 0.232 -0.378
C 0.456845 2.334609 -2.045353 -0.184 1.154 0.098
N 0.630070 0.904891 -1.750514 -0.191 -1.195 -0.170
C 1.704756 0.244225 -1.159790 1.971 0.676 1.258
P 3.278709 0.983828 -0.560316 0.200 1.484 -0.640
S 3.939678 2.381301 -1.726128 0.028 -0.282 0.016
C 1.509295 -1.083593 -1.087541 -1.033 1.187 -0.707
N 0.245610 -1.240485 -1.689002 -0.051 -1.195 0.446
P -0.345495 -2.877755 -1.840347 1.343 -3.449 -0.367
O 0.825957 -3.719997 -1.642651 0.712 0.656 0.416
O -0.910286 -3.157471 -3.305290 -0.752 1.615 0.995
O -1.447386 -3.252265 -0.759304 -0.217 1.807 -0.968
C -0.243379 -0.052190 -2.069355 -1.122 -0.291 -0.215
C -1.570316 0.019371 -2.786632 0.185 0.978 -0.099
C -2.680259 0.840452 -2.130672 -0.015 -0.035 -0.335
C -3.719261 1.211642 -2.965233 -0.089 -0.186 -1.102
C -4.776015 1.964766 -2.515689 -0.393 0.206 0.016
C -4.809134 2.358128 -1.190405 -0.300 0.154 -0.150
C -3.800441 1.980859 -0.324781 -0.352 0.187 0.865
C -3.918722 2.463768 1.113446 -0.171 0.240 -0.468
C -2.743740 1.216180 -0.805219 0.658 -0.353 0.452
H 0.078814 1.559393 1.044528 0.034 0.330 -0.008
H 0.175172 2.194891 2.694704 -0.234 0.090 -0.135
H -1.407294 2.042885 1.871867 0.154 0.205 0.020
H -1.405099 3.443876 -0.401183 0.220 -0.236 0.232
H -0.471530 4.919024 -0.203477 -0.072 -0.246 0.126
H 1.492032 2.900144 -0.142776 -0.073 -0.054 -0.278
H 1.276143 4.161356 -1.330938 0.074 -0.286 0.131
H 1.035831 2.647040 -2.921425 0.209 -0.645 0.214
H -0.594636 2.474992 -2.329185 0.185 -0.233 0.163
H 2.991044 1.444919 0.750136 -0.034 -0.506 -0.135
H 4.181986 -0.088891 -0.399902 -0.611 -0.221 0.155
H 2.154207 -1.848986 -0.683231 -0.411 -0.229 -0.256
H -0.423333 -2.601139 -3.934708 -0.110 -0.408 -0.289
H -1.223247 -2.775610 0.057782 -0.362 -0.387 0.190
H -1.362997 0.493065 -3.761177 -0.049 -0.153 0.195
H -1.972125 -0.972367 -3.022982 0.388 0.033 0.260
H -3.725239 0.906857 -4.013694 0.151 0.034 0.221
H -5.575565 2.239997 -3.199003 0.144 -0.039 0.136
H -5.631923 2.959401 -0.809747 0.114 -0.119 -0.125
H -4.962224 2.739184 1.307600 0.218 -0.180 0.016
H -3.355204 3.404130 1.209004 0.105 -0.380 0.310
H -3.625695 1.720110 1.858369 0.158 0.206 -0.129
H -1.946344 0.901390 -0.129770 -0.170 0.128 0.007
C 1.337649 -12.347537 -5.593946 -0.044 0.045 0.032
C 0.109391 -11.934407 -5.087270 0.068 0.018 -0.022
C -0.038507 -10.653763 -4.581174 -0.116 -0.139 -0.023
C 1.044463 -9.783111 -4.568483 0.146 -0.022 -0.026
C 2.283746 -10.206243 -5.055889 -0.128 0.075 0.059
C 2.422266 -11.486361 -5.577898 -0.018 -0.170 -0.049
C 3.467427 -9.305920 -5.007263 0.311 -0.173 -0.149
O 4.543278 -9.669109 -5.433719 -0.027 0.040 0.021
C 3.304407 -7.949161 -4.414863 -0.125 0.052 0.070
C 4.409452 -7.113717 -4.308778 0.144 0.149 0.032
C 4.268302 -5.844833 -3.771569 -0.101 -0.015 -0.004
C 3.019445 -5.401164 -3.345482 0.094 -0.084 -0.089
C 1.915676 -6.232576 -3.444833 0.046 0.215 0.055
C 2.055992 -7.510805 -3.970422 0.115 -0.057 -0.062
C 0.867364 -8.404947 -4.038627 -0.357 0.058 0.109
O -0.221374 -8.016769 -3.664384 0.046 0.024 -0.013
H 1.448550 -13.345908 -5.997094 0.001 0.016 0.007
H -0.733507 -12.613461 -5.089838 0.011 0.013 -0.007
H -0.995166 -10.331684 -4.192165 0.067 0.119 0.006
H 3.378187 -11.810238 -5.967241 0.039 0.121 0.052
H 5.379909 -7.456561 -4.642349 -0.081 -0.115 -0.047
H 5.132160 -5.197627 -3.685085 -0.004 -0.020 -0.012
H 2.907972 -4.407792 -2.931430 -0.040 -0.039 0.037
H 0.947762 -5.887371 -3.108834 -0.016 -0.132 0.009
C -0.474657 4.545729 9.423267 -0.008 0.056 -0.003
C -0.752569 5.787268 9.986324 0.007 -0.044 -0.062
C -0.848925 6.910051 9.180984 -0.022 -0.023 0.182
C -0.656440 6.799191 7.809732 0.055 -0.133 -0.085
C -0.354202 5.556522 7.246954 -0.027 0.121 0.021
C -0.275345 4.430320 8.057658 0.006 -0.098 0.141
C -0.097559 5.426310 5.787978 0.078 -0.338 -0.122
O 0.160999 4.344375 5.294753 -0.028 0.035 -0.008
C -0.156336 6.650724 4.944181 -0.014 0.090 0.089
C 0.135837 6.557571 3.589728 0.060 -0.017 -0.263
C 0.072382 7.685140 2.788107 -0.049 0.047 0.090
C -0.292077 8.911463 3.336064 0.007 -0.072 -0.004
C -0.579091 9.010710 4.687720 0.014 0.117 -0.146
C -0.503504 7.884119 5.497552 0.024 -0.118 -0.051
C -0.780813 8.011240 6.954878 -0.095 0.330 0.190
O -1.095772 9.079444 7.434629 0.013 -0.033 -0.033
H -0.408561 3.668261 10.053682 0.001 0.015 -0.009
H -0.895956 5.877212 11.055351 -0.006 -0.001 -0.018
H -1.070167 7.874190 9.618946 -0.007 0.036 -0.135
H -0.054024 3.465435 7.621640 0.022 0.077 -0.107
H 0.416185 5.604000 3.160824 -0.058 -0.045 0.113
H 0.305229 7.611315 1.733072 0.005 0.008 0.017
H -0.347858 9.791006 2.707435 0.004 -0.008 0.017
H -0.857903 9.964880 5.114541 0.007 -0.076 0.120
```
Forces are in eV/Å.

frontier orbital gap: 7.72 eV
net charge: +1
spin multiplicity: 1
electronic energy: -93993.4935 eV
lowest unoccupied orbital energy: -3.4 eV

Löwdin population analysis, charges in e, atoms 1 to 8: C -0.10; O -0.18; C -0.19; C -0.15; C -0.10; N 0.05; C -0.36; P 0.41

[2]
ORCA calculation (ωB97M-V with the def2-TZVPD basis set) on C43H40Br2IrN10OPSe2 as an isolated structure in a non-equilibrium geometry.

Geometry as XYZ:
```
100
Properties=species:S:1:pos:R:3:forces:R:3
Ir 0.177381 0.153344 1.097494 0.297 0.239 0.387
Br 1.811038 0.347242 7.568862 0.033 -0.004 0.093
C 1.328010 0.108107 5.782947 0.061 -0.006 -0.047
C 0.041263 -0.286380 5.451908 -0.078 -0.040 -0.085
C -0.287792 -0.369444 4.114430 -0.027 0.009 0.030
N 0.581189 -0.099300 3.137174 0.116 0.445 0.094
C 1.860227 0.157509 3.464937 0.193 -0.153 -0.252
C 2.260878 0.304303 4.777854 0.031 -0.044 0.065
C 2.799992 0.205751 2.314698 -0.136 -0.082 0.196
C 4.168362 0.230400 2.475487 0.078 0.004 -0.030
C 4.976920 0.235715 1.347360 -0.047 -0.030 0.069
Br 6.832918 0.297303 1.528908 0.072 -0.003 0.016
C 4.396211 0.182344 0.092952 -0.036 0.036 -0.015
C 3.018735 0.142922 0.013348 -0.008 -0.037 -0.110
N 2.232797 0.157956 1.090491 -0.022 0.074 0.177
H -0.695203 -0.506477 6.211547 0.016 0.018 -0.016
H -1.279066 -0.671161 3.808124 -0.041 0.097 -0.023
H 3.273941 0.586881 5.021472 -0.018 -0.043 0.017
H 4.611352 0.240431 3.459399 0.008 0.015 -0.018
H 4.993381 0.171795 -0.807705 -0.027 -0.016 0.005
H 2.518073 0.082300 -0.938567 -0.066 0.012 -0.025
C -1.100142 5.457481 -0.099087 0.022 -0.002 -0.057
N -0.413210 4.365256 0.565828 0.169 0.008 0.291
C 0.708448 4.522197 1.477895 -0.145 0.017 -0.151
C 1.070146 3.078009 1.786254 -0.033 0.050 0.015
O 1.949659 2.717729 2.524615 0.003 0.105 0.059
N 0.195507 2.264109 1.084686 0.154 -1.026 0.434
C -0.640414 3.067726 0.384554 -0.291 -0.092 -0.618
N -1.574760 2.592187 -0.412820 -0.418 0.066 0.442
H -0.971733 6.360552 0.492744 0.004 -0.015 0.016
H -2.169771 5.256812 -0.164253 0.005 -0.004 0.035
H -0.701337 5.629520 -1.100624 0.010 -0.040 -0.002
H 0.420540 5.044773 2.391815 0.020 -0.007 0.018
H 1.549399 5.048976 1.024061 0.013 -0.047 -0.034
H -1.671538 1.581440 -0.467874 0.362 0.009 -0.365
H -2.215705 3.192443 -0.901116 0.081 0.055 -0.043
C -1.311144 -4.477312 3.312076 0.081 -0.065 0.046
N -0.676139 -5.163947 2.195957 -0.234 0.081 0.075
C -0.859729 -6.492070 1.864496 0.024 0.081 0.026
C -0.150025 -6.716472 0.740879 0.094 0.131 -0.041
N 0.455868 -5.520983 0.401888 -0.002 -0.005 -0.217
C 1.264010 -5.298609 -0.790520 0.033 -0.068 0.044
C 0.129887 -4.569760 1.295707 -0.339 -0.109 -0.014
Se 0.814040 -2.840880 1.386012 0.362 0.679 -0.001
H -1.826302 -5.214354 3.921081 0.006 -0.009 0.005
H -2.028099 -3.745611 2.944131 -0.011 0.000 -0.021
H -0.554986 -3.968502 3.905522 0.023 -0.008 0.006
H -1.460752 -7.159345 2.456581 -0.007 0.051 0.006
H -0.015525 -7.613483 0.162795 0.014 0.032 -0.005
H 1.664756 -6.253018 -1.120420 0.007 -0.010 0.013
H 2.076547 -4.620968 -0.543298 0.015 0.001 0.002
H 0.657469 -4.865948 -1.584841 -0.022 0.019 0.013
N -0.118365 0.165336 -0.847403 -0.556 -0.637 -0.600
P 0.072084 0.231042 -2.372826 -0.030 0.225 1.108
C 0.242147 1.960115 -2.887639 0.052 -0.081 -0.575
C -0.618638 2.544422 -3.812535 0.153 0.125 0.016
C -0.452779 3.880034 -4.170618 -0.078 -0.019 0.039
C 0.569318 4.628354 -3.608383 0.016 0.061 -0.008
C 1.427140 4.050611 -2.676060 -0.006 -0.022 0.055
C 1.262007 2.723346 -2.314669 -0.089 0.042 -0.047
C 1.507452 -0.651974 -3.027239 0.001 0.093 -0.298
C 2.311450 -0.123890 -4.035198 0.074 -0.084 0.034
C 3.369432 -0.869924 -4.543918 -0.019 0.054 0.011
C 3.621551 -2.138830 -4.047189 0.023 -0.042 -0.006
C 2.821326 -2.667338 -3.039394 -0.003 -0.004 0.012
C 1.764462 -1.931175 -2.529300 0.048 0.022 -0.025
C -1.329299 -0.459230 -3.286908 0.037 -0.066 -0.123
C -2.614811 -0.330129 -2.764197 0.039 0.030 -0.100
C -3.703760 -0.870509 -3.429246 -0.003 0.015 0.028
C -3.515083 -1.537365 -4.633444 -0.024 -0.011 -0.023
C -2.242122 -1.657691 -5.170286 0.017 -0.038 0.007
C -1.148397 -1.130162 -4.495619 -0.080 0.062 0.005
H -1.413090 1.961036 -4.261732 0.033 -0.009 -0.030
H -1.114972 4.329110 -4.899850 0.008 -0.003 0.008
H 0.712007 5.659499 -3.907491 -0.007 -0.017 0.011
H 2.234213 4.632890 -2.247250 -0.005 0.000 -0.020
H 1.927490 2.275641 -1.584064 0.019 -0.012 -0.018
H 2.115368 0.866724 -4.428160 -0.014 -0.020 -0.001
H 3.989600 -0.461080 -5.330937 0.000 -0.002 0.013
H 4.440871 -2.722112 -4.447959 -0.012 0.011 0.014
H 3.027616 -3.660360 -2.659966 0.007 0.006 0.003
H 1.146731 -2.331142 -1.730534 0.002 0.041 -0.007
H -2.755608 0.194137 -1.826863 -0.030 -0.022 -0.003
H -4.698343 -0.777013 -3.011758 0.005 0.018 -0.010
H -4.363085 -1.964945 -5.152981 0.013 0.024 0.004
H -2.098435 -2.172085 -6.111911 0.006 0.003 0.028
H -0.155545 -1.244767 -4.912350 -0.015 0.004 -0.006
Se -2.638546 -1.466804 0.621577 0.023 -0.154 -0.426
N -1.870938 0.001927 1.301085 0.162 -0.180 0.379
C -2.761884 0.631815 2.058014 -0.157 0.247 0.159
C -2.531996 1.791344 2.868297 0.000 -0.187 -0.229
C -3.578060 2.307992 3.554855 -0.242 0.004 0.063
C -4.898449 1.730390 3.506963 0.172 0.170 0.059
C -5.146759 0.613230 2.791946 0.130 -0.138 -0.108
C -4.068814 0.016697 2.053363 -0.104 0.087 0.105
N -4.182912 -1.100840 1.356848 -0.004 0.048 0.021
H -1.540664 2.215765 2.939221 0.004 -0.004 -0.027
H -3.417662 3.182869 4.172567 -0.047 -0.022 0.016
H -5.696126 2.197843 4.068908 0.053 0.016 0.014
H -6.122659 0.147692 2.764364 0.029 -0.003 -0.030
```
Forces are in eV/Å.

ΔE to the lowest compared entry with this formula, charge and spin: 48.49 kJ/mol
frontier orbital gap (spin up / spin down): 6.13 / 6.13 eV
net charge: +2
spin multiplicity: 1
electronic energy: -345084.1768 eV
lowest unoccupied orbital energy (spin up / spin down): -5.8 / -5.8 eV

Löwdin population analysis, charges in e, atoms 1 to 8: Ir 1.19; Br 0.86; C -0.67; C -0.07; C -0.11; N -0.08; C -0.22; C -0.03